[1]
ORCA calculation (ωB97M-V with the def2-TZVPD basis set) on a molecular structure, C26H36F8N4O2Rb.

Its energy is -2204.82819 Ha. As for the energy above the lowest of the compared OMol25 structures with the same formula, charge and spin: 0.3 kcal per mole. The HOMO energy comes out at -3.84 eV.

Structure (ORCA input):
```
! RIJCOSX wB97M-V def2-TZVPD def2/J DEFGRID3
* xyz -1 1
Rb -0.1851 -0.6165 -0.1600
C 1.9518 3.0209 1.9648
C 1.4030 1.6794 1.4905
N 0.6579 0.8738 2.4552
C 1.4250 0.4325 3.6021
C 2.5780 -0.4843 3.2439
C -0.6480 1.4100 2.8184
C -1.6505 0.3497 3.2834
N -1.7741 -0.6707 2.2720
C -2.5427 -1.7295 2.4799
C -2.5746 -2.7657 1.4870
F -1.7910 -2.5991 0.3827
C -3.3311 -3.9003 1.5709
F -3.2595 -4.7952 0.5561
C -4.1520 -4.1733 2.6589
C -4.1492 -3.2004 3.6399
F -4.9265 -3.3701 4.7378
C -3.4035 -2.0438 3.5727
F -3.5346 -1.1628 4.6040
H 2.4184 3.5415 1.1258
H 2.7068 2.9148 2.7480
H 1.1629 3.6705 2.3517
H 2.2300 1.0708 1.1105
H 0.7574 1.8490 0.6225
H 0.7436 -0.1058 4.2616
H 1.8046 1.2880 4.1937
H 2.2183 -1.3320 2.6569
H 3.0537 -0.8755 4.1457
H 3.3542 0.0227 2.6675
H -1.0495 1.9059 1.9290
H -0.5547 2.1867 3.6000
H -2.5851 0.8928 3.4932
H -1.3374 -0.0439 4.2617
H -4.7419 -5.0719 2.7343
C -3.4862 0.2277 -0.6587
N -2.5677 0.8456 -1.5982
C -3.0608 0.7708 -2.9518
C -2.2259 2.2072 -1.2030
C -1.0220 2.8012 -1.9268
N 0.1180 1.9418 -1.7259
C 1.3052 2.2827 -2.1894
C 2.3916 1.3691 -1.9922
F 2.1018 0.1896 -1.3678
C 3.6791 1.5817 -2.3961
F 4.5966 0.6146 -2.1370
C 4.0723 2.7376 -3.0581
C 3.0510 3.6454 -3.2799
F 3.3346 4.8035 -3.9224
C 1.7464 3.4498 -2.8833
F 0.8531 4.4370 -3.1707
H -4.4652 0.7367 -0.5979
H -3.0433 0.2091 0.3416
H -3.6706 -0.8078 -0.9537
H -4.0018 1.3370 -3.0884
H -3.2573 -0.2699 -3.2182
H -2.3246 1.1668 -3.6518
H -2.0105 2.1852 -0.1305
H -3.1083 2.8640 -1.3354
H -0.8939 3.8146 -1.5182
H -1.2711 2.9577 -2.9873
H 5.0868 2.9117 -3.3766
C 3.5257 -2.2990 -0.0816
O 2.2484 -2.7435 -0.4995
C 2.2325 -3.0109 -1.8922
C 0.8177 -3.3438 -2.3007
O -0.0182 -2.2050 -2.3967
C 0.1595 -1.4405 -3.5742
H 4.2887 -3.0564 -0.3002
H 3.4852 -2.1414 0.9936
H 3.7980 -1.3605 -0.5711
H 2.8948 -3.8612 -2.1112
H 2.6124 -2.1413 -2.4412
H 0.3713 -3.9786 -1.5331
H 0.7942 -3.9017 -3.2458
H -0.0168 -2.0668 -4.4569
H 1.1620 -1.0051 -3.6350
H -0.5572 -0.6230 -3.5391
*
```

=====

[2]
ORCA calculation (ωB97M-V with the def2-TZVPD basis set) on a molecular structure, C26H36FeIOP2Si.

Its expectation value of S² is 8.82. Its energy is -3620.46997 Ha. The HOMO energy (alpha / beta) comes out at -12.86 / -13.55 eV.

Structure (ORCA input):
```
! RIJCOSX wB97M-V def2-TZVPD def2/J DEFGRID3
* xyz 2 6
C 3.6492 -2.7535 -2.2718
I 3.4256 -0.4490 -2.3548
H 2.9084 -3.3623 -1.7431
H 4.6521 -2.8375 -1.8341
H 3.6694 -2.9639 -3.3480
Fe 1.5320 -0.7437 -0.9516
P 2.3039 -1.0922 1.0780
C 3.5179 0.1568 1.6187
C 1.4133 -1.3961 2.6621
H 2.1051 -1.8964 3.3540
H 3.8441 -2.7236 1.9598
H 0.5370 -2.0309 2.4897
H 2.6166 -3.4835 0.8722
H 2.9961 1.0247 2.0464
H 1.0748 -0.4486 3.0944
C 3.3033 -2.6317 1.0052
H 4.1711 -0.3046 2.3731
H 4.0034 -2.6018 0.1592
H 4.1135 0.4899 0.7583
P -0.0688 -0.9778 -2.4450
C 0.0302 0.3025 -3.7467
C 0.3996 -2.5340 -3.2801
H -2.1788 -1.8056 -1.5294
H -2.1494 -1.8098 -3.3189
H -2.4123 -0.2869 -2.4239
C -1.8793 -1.2418 -2.4186
H 0.2290 -3.3707 -2.5875
H -0.2608 -2.6437 -4.1498
H -0.5173 -0.0618 -4.6241
H 1.0780 0.4881 -4.0062
H 1.4515 -2.5347 -3.5875
H -0.4234 1.2324 -3.3825
C 1.5385 1.0747 -0.6555
O 2.1129 2.1122 -0.8445
C 0.1371 3.1808 4.1949
C -0.7290 2.0828 4.1632
C -0.7929 1.2585 3.0369
C -0.0270 1.5185 1.8841
C 0.8544 2.6086 1.9488
C 0.9354 3.4368 3.0778
Si -0.3087 0.5820 0.2540
C -1.6079 -0.7449 0.7888
C -1.3566 -2.1214 0.8217
C -2.3684 -3.0323 1.1600
C -3.6495 -2.5778 1.4853
C -3.9011 -1.2027 1.5115
C -2.8692 -0.2936 1.2091
C -1.2658 1.8950 -0.7437
C -2.6072 1.7516 -1.1522
C -3.2524 2.7410 -1.9016
C -2.5889 3.9137 -2.2564
C -1.2821 4.1121 -1.8061
C -0.6703 3.1399 -0.9982
H 0.1898 3.8292 5.0774
H -1.3685 1.8697 5.0299
H -1.4709 0.4043 3.0706
H 1.4926 2.8739 1.1138
H 1.6239 4.2874 3.0663
H -0.3661 -2.5135 0.5766
H -2.1537 -4.1035 1.1716
H -4.4493 -3.2920 1.7263
H -4.8904 -0.8284 1.7702
H -3.0722 0.7699 1.3141
H -3.1749 0.8682 -0.8715
H -4.2894 2.5899 -2.2054
H -3.0774 4.6794 -2.8618
H -0.7258 5.0202 -2.0583
H 0.2956 3.4012 -0.5651
*
```

=====

[3]
ORCA calculation (ωB97M-V with the def2-TZVPD basis set) on a molecular structure, C26H36N3NiO5P2S.

Its energy is -4141.89562 Ha. The HOMO energy (alpha / beta) comes out at -9.86 / -9.86 eV.

Structure (ORCA input):
```
! RIJCOSX wB97M-V def2-TZVPD def2/J DEFGRID3
* xyz 1 1
Ni 0.3634 0.9814 -1.4045
C 3.2503 -0.2672 -2.8592
P 2.5211 1.0990 -1.9254
C 3.6162 1.4487 -0.5259
C 2.7986 2.5812 -2.9747
C 1.9484 3.7145 -2.4000
P 0.2509 3.0661 -2.2448
C -0.3532 3.0813 -3.9635
C -0.7071 4.3614 -1.4128
H 4.1476 0.0750 -3.3775
H 2.5306 -0.6358 -3.5899
H 3.5000 -1.0750 -2.1756
H 4.6297 1.6350 -0.8862
H 3.5977 0.6017 0.1526
H 3.2494 2.3252 0.0063
H 2.4996 2.3506 -4.0010
H 3.8581 2.8411 -3.0061
H 1.9804 4.6231 -3.0039
H 2.2851 3.9741 -1.3926
H -0.0476 3.9994 -4.4684
H -1.4416 3.0370 -3.9829
H 0.0288 2.2237 -4.5149
H -0.6871 5.2921 -1.9821
H -0.2813 4.5404 -0.4252
H -1.7423 4.0478 -1.2808
N -4.9784 1.5876 -1.9593
C -3.9305 1.0680 -1.2654
C -2.5996 1.3166 -1.6542
N -1.5799 0.8326 -0.9648
C -1.8515 0.0742 0.1089
C -3.1626 -0.1403 0.4871
N -4.1989 0.3478 -0.1815
H -4.8503 1.9148 -2.8992
H -5.8928 1.2478 -1.7131
H -2.3827 1.9055 -2.5346
H -1.0176 -0.3560 0.6329
H -3.3783 -0.7385 1.3647
O 2.2199 -1.1475 -0.1443
C 1.1947 -1.6025 -0.6527
O 0.3361 -0.8920 -1.3085
C 0.8513 -3.0567 -0.5560
C 1.7040 -3.8959 0.1507
C 1.4431 -5.2595 0.2856
C 0.3013 -5.7276 -0.3192
O -0.1731 -7.0046 -0.3506
C -1.4077 -6.9611 -1.0675
O -1.6012 -5.6229 -1.5220
C -0.5553 -4.8925 -1.0238
C -0.3131 -3.5531 -1.1629
H 2.5873 -3.4600 0.5968
H 2.1009 -5.9194 0.8332
H -2.2223 -7.2373 -0.3951
H -1.3464 -7.6302 -1.9259
H -0.9757 -2.9019 -1.7127
C -1.3989 -2.0635 5.8958
C -1.0186 -0.9881 4.9196
C 0.0565 -1.1578 4.0504
C 0.3996 -0.1793 3.1301
C -0.3509 0.9849 3.0828
C -1.4342 1.1783 3.9284
C -1.7556 0.1945 4.8485
S 0.0414 2.2147 1.8551
C 1.2684 3.1375 2.7804
O 0.8386 1.4866 0.8100
H -0.5982 -2.7914 6.0148
H -2.2881 -2.5965 5.5535
H -1.6279 -1.6421 6.8745
H 0.6347 -2.0729 4.0930
H 1.2225 -0.3186 2.4359
H -2.0297 2.0823 3.8647
H -2.5963 0.3410 5.5159
H 2.0563 2.4582 3.1009
H 0.7992 3.6224 3.6359
H 1.6647 3.8927 2.1019
*
```